22
Properties=species:S:1:pos:R:3:forces:R:3 method="wB97M-V/def2-TZVPD" spin_multiplicity=1 homo_lumo_gap_ha=0.2806 lumo_ev=-4.5 e_above_lowest_ev=0.000 total_charge=+1
Mg 0.4180 2.5303 -1.4312 0.088 -0.896 0.135
O -1.4743 2.1326 -0.7698 0.282 0.081 -0.075
O -1.3992 -0.0558 -1.3228 0.102 -0.615 0.866
C 2.6502 0.8004 -2.2524 0.406 0.110 0.284
C 1.6271 1.6855 -2.9382 0.044 0.236 -0.337
O -1.7451 0.6226 0.8939 0.042 -0.231 -0.395
C -1.6063 1.0402 -0.2291 -0.129 0.510 0.009
H 3.2492 0.1854 -2.9385 -0.220 0.235 0.153
H 3.3447 1.3818 -1.6294 -0.151 -0.117 -0.182
H 1.0870 1.1048 -3.7049 0.080 0.245 0.242
H 2.2031 2.4523 -3.4838 -0.187 -0.239 0.093
Li 0.1090 0.3924 1.7294 0.115 -0.265 -0.651
O 1.1572 1.2622 0.0300 -0.121 1.518 0.405
O 2.0733 -0.2336 -1.3815 0.263 -0.342 -0.386
C -1.7081 -1.2848 -1.1023 1.033 0.114 -1.557
C -0.6721 -2.3290 -1.1722 -5.567 0.119 -1.303
O 0.8489 -0.8969 0.3277 0.994 1.138 0.236
C 1.3990 0.0577 -0.3045 -1.498 -1.653 0.266
H -2.7523 -1.4729 -0.8241 0.237 -0.254 0.286
H -1.0725 -3.2348 -1.6508 -0.705 -0.118 0.108
H 0.1147 -2.1122 -1.9010 1.428 0.389 2.004
H -1.3782 -2.5807 -0.1577 3.462 0.035 -0.201

***

17
Properties=species:S:1:pos:R:3:forces:R:3 method="wB97M-V/def2-TZVPD" spin_multiplicity=5 homo_lumo_gap_ha="0.2458 / 0.2211" lumo_ev="-0.5 / -0.8" e_above_lowest_ev=0.000 s_squared=6.20 total_charge=0
C -0.5496 0.1917 -1.3029 2.094 1.812 -0.368
C -1.2827 1.4236 -1.1011 1.576 -1.307 0.669
C -0.3841 2.4263 -0.5956 -0.213 -0.506 -0.539
C 0.9303 1.9169 -0.5715 -0.200 -1.210 -0.666
C 0.9395 0.5473 -1.0336 -2.708 -0.547 0.021
Mn 0.5651 -0.8670 0.7866 -0.374 2.604 -1.664
P -0.0463 -3.0458 0.8640 -0.156 -0.341 0.316
H -0.8291 -0.6046 -2.0207 0.030 0.444 0.787
H -2.3534 1.5151 -1.2906 0.380 0.152 0.175
H -0.6744 3.4610 -0.3655 0.201 -0.644 0.024
H 1.7602 -0.0588 -1.4630 -0.376 0.676 0.269
H 1.8594 2.4352 -0.3626 -0.300 0.185 0.220
H 1.2371 -3.5391 0.2593 -1.748 -0.485 0.981
H -1.2709 -3.4556 0.0948 1.718 -0.008 1.213
H -0.1467 -3.2010 2.3693 0.079 -0.969 -2.197
O 0.1126 0.6516 3.4047 -0.117 -0.680 -2.329
C 0.1329 0.2030 2.3282 0.113 0.823 3.086

***

15
Properties=species:S:1:pos:R:3:forces:R:3 method="wB97M-V/def2-TZVPD" spin_multiplicity=1 homo_lumo_gap_ha=0.3413 lumo_ev=-4.9 e_above_lowest_ev=7.661 total_charge=+1
C -1.7930 -1.6482 -0.7002 1.549 1.410 0.143
C -2.6466 -2.5942 -0.5727 -0.754 -0.848 0.025
C -1.0842 0.3344 0.5377 -0.884 0.611 0.291
C -1.9405 -0.1533 -0.6158 3.039 -2.390 -0.609
C -0.4314 -1.1292 -0.9927 -3.993 1.571 0.482
C 1.3822 0.1424 0.1654 0.826 0.502 -0.129
N 0.0936 -0.5517 0.2752 0.030 -0.608 0.258
H -0.7930 1.3761 0.3982 0.173 -0.164 0.035
H -1.5201 0.2172 1.5316 0.164 -0.121 0.022
H -2.5793 0.4054 -1.2673 -0.080 0.238 -0.207
H 0.1248 -1.2045 -1.8998 0.406 -0.121 -0.213
H 1.6875 0.5133 1.1435 -0.147 -0.068 -0.009
H 2.1482 -0.5373 -0.2094 -0.169 -0.075 0.043
H 1.2908 0.9852 -0.5183 -0.117 -0.099 -0.032
H 0.1809 -1.2920 0.9845 -0.042 0.162 -0.099

***

15
Properties=species:S:1:pos:R:3:forces:R:3 method="wB97M-V/def2-TZVPD" spin_multiplicity=1 homo_lumo_gap_ha=0.3922 lumo_ev=-4.3 e_above_lowest_ev=7.573 total_charge=+1
C 0.1190 1.4807 1.1888 1.483 0.238 -0.447
C -0.7007 -1.3623 -0.2137 -3.380 3.145 -1.069
C -1.1078 -0.8242 1.0957 1.934 2.442 -0.923
C 0.0491 0.0413 1.0865 0.843 -1.204 0.913
C -0.8247 0.9303 0.0944 -1.151 -0.949 0.656
C 1.1531 0.1084 -1.3972 0.682 -0.272 1.812
N 0.1505 -0.1826 -0.3477 1.079 0.538 -0.769
H -0.3632 1.7911 2.0677 -0.772 1.033 0.864
H 1.0797 2.0463 0.9575 -1.397 -1.021 0.012
H -0.3348 -2.2655 -0.3346 2.640 -4.309 0.000
H -1.5451 -1.3332 -0.8765 -0.319 0.266 -0.770
H -1.9147 -1.1260 1.6997 -0.585 0.173 1.049
H 1.8221 0.9115 -1.1898 0.483 0.561 1.207
H 1.7611 -0.7272 -1.6377 0.167 -0.973 -0.145
H 0.6565 0.5113 -2.1930 -1.707 0.333 -2.390

***

15
Properties=species:S:1:pos:R:3:forces:R:3 method="wB97M-V/def2-TZVPD" spin_multiplicity=1 homo_lumo_gap_ha=0.3232 lumo_ev=-5.3 e_above_lowest_ev=8.415 total_charge=+1
C -3.0226 0.9685 0.1471 0.425 0.561 -0.211
C 1.4137 2.4289 -0.0094 -1.917 -4.114 -0.420
C -1.8704 0.6065 0.1558 3.244 -0.672 -0.798
C 0.8930 1.3337 -0.1130 1.293 3.222 -0.845
C 0.4441 -0.5312 1.3227 0.561 0.808 0.801
C 0.2017 0.1459 -0.0315 -5.492 -0.835 1.517
N 0.0376 -0.6760 -1.3633 3.092 -1.388 1.849
H -3.9558 1.5063 0.0830 0.170 -0.559 0.180
H 1.7753 3.3573 0.1507 1.175 2.458 0.249
H 0.3591 -1.5843 1.2391 0.825 -1.324 -0.219
H -0.4298 -0.3893 1.9784 0.525 0.713 -0.249
H 1.4034 -0.1119 1.8439 -1.769 -1.173 -1.168
H -0.8936 -0.5470 -1.7297 -0.162 1.175 -0.944
H 0.0203 -1.7300 -1.2072 0.427 1.412 0.334
H 0.9642 -0.4655 -1.8812 -2.399 -0.284 -0.078

***

15
Properties=species:S:1:pos:R:3:forces:R:3 method="wB97M-V/def2-TZVPD" spin_multiplicity=1 homo_lumo_gap_ha=0.3569 lumo_ev=-4.2 e_above_lowest_ev=5.837 total_charge=+1
C 1.9948 0.2671 0.6547 -0.927 -1.083 5.394
C 1.1702 -0.9728 0.9482 -0.340 -1.306 1.348
C -0.1212 1.0387 -0.7546 -1.702 -2.640 2.336
C -0.9146 0.0106 -0.3495 -0.307 0.572 -1.079
C 0.0279 -0.3279 0.7159 -0.080 0.554 0.551
C -2.1241 -0.5657 -0.8565 -1.759 -2.031 -2.511
N 0.6840 0.9736 0.4636 1.796 2.690 0.618
H 2.5604 0.5600 1.6154 -0.500 0.334 -2.089
H 2.4780 0.0886 -0.2009 2.482 0.011 -3.266
H 1.3625 -2.0015 1.2869 0.161 0.588 -0.789
H -0.1157 1.6301 -1.5808 0.403 1.991 -1.880
H -2.1021 -1.6505 -1.1470 1.102 0.700 -0.198
H -2.6120 -0.0767 -1.7393 0.860 -0.020 0.841
H -2.9133 -0.7703 -0.1795 -0.688 0.843 1.520
H 0.6251 1.7968 1.1233 -0.501 -1.203 -0.797